Density functional theory data (the ωB97M-V functional and the def2-TZVPD basis) for a cluster of 2 separate species, C4H10OS in total in a non-equilibrium geometry.

Computed properties:
Kohn-Sham gap ... 9.55 eV
LUMO level ... 0.8163 eV
ΔE to the lowest compared entry with this formula, charge and spin ... 0.882 eV
E ... -17191.943 eV
SMILES ... CC=O.CSC

Geometry as XYZ:
```
16
Properties=species:S:1:pos:R:3:nbo_charge:R:1
C -0.062 2.352 -0.972 -0.692
S -0.751 1.110 0.270 0.133
C -1.916 0.467 -0.990 -0.731
H 0.653 1.764 -1.533 0.211
H -0.884 2.777 -1.530 0.219
H 0.468 3.048 -0.335 0.223
H -2.442 1.274 -1.485 0.209
H -2.692 -0.187 -0.590 0.232
H -1.342 -0.089 -1.737 0.214
O 0.739 -2.529 -0.236 -0.543
C 1.163 -1.482 0.179 0.437
C 1.686 -1.427 1.592 -0.729
H 1.257 -0.645 -0.538 0.117
H 0.956 -1.968 2.202 0.240
H 2.593 -2.025 1.675 0.240
H 1.846 -0.428 1.997 0.219
```

***

Density functional theory data (the ωB97M-V functional and the def2-TZVPD basis) for a structure of composition C36H54FN14O8PSc in a non-equilibrium geometry.

Computed properties:
Net charge ... +3
Kohn-Sham gap ... 6.75 eV
LUMO level ... -6.9901 eV
ΔE to the lowest compared entry with this formula, charge and spin ... 1.846 eV
E ... -108144.327 eV

Geometry as XYZ:
```
115
Properties=species:S:1:pos:R:3:lowdin_charge:R:1
Sc -1.186 0.309 0.776 1.144
O 0.884 0.291 1.540 -0.113
C 1.766 -0.605 2.102 -0.242
C 3.135 -0.371 2.027 -0.024
C 4.034 -1.218 2.649 -0.037
C 3.567 -2.318 3.357 -0.040
C 2.212 -2.568 3.428 -0.001
C 1.287 -1.728 2.792 -0.079
C -0.137 -1.998 2.885 -0.237
N -1.081 -1.648 2.008 0.031
C -2.248 -2.193 2.496 -0.144
C -2.005 -2.857 3.660 -0.030
N -0.671 -2.731 3.885 0.152
H 3.484 0.493 1.480 0.116
H 5.093 -1.016 2.590 0.127
H 4.263 -2.969 3.863 0.125
H 1.875 -3.436 3.975 0.120
H -3.189 -2.069 1.997 0.086
H -2.653 -3.397 4.320 0.133
H -0.177 -3.073 4.696 0.177
N -2.814 -4.629 -0.783 0.241
C -2.665 -3.138 -0.907 -0.288
C -1.881 -2.825 -2.174 -0.083
C -1.809 -1.310 -2.409 -0.332
N -1.003 -0.636 -1.368 -0.017
C -3.215 -0.723 -2.494 -0.081
C -4.026 -1.022 -1.238 -0.313
N -3.447 -0.271 -0.104 0.049
C -4.062 -2.528 -0.949 -0.080
H -1.901 -5.095 -0.714 0.186
H -3.293 -4.988 -1.623 0.186
H -3.392 -4.879 0.031 0.184
H -2.110 -2.760 -0.041 0.121
H -2.380 -3.274 -3.035 0.142
H -0.866 -3.225 -2.120 0.125
H -1.335 -1.165 -3.388 0.142
H -0.788 0.287 -1.790 0.035
H -0.069 -1.110 -1.399 0.043
H -3.732 -1.128 -3.362 0.141
H -3.151 0.356 -2.638 0.132
H -5.067 -0.710 -1.407 0.151
H -4.040 -0.447 0.713 0.060
H -3.589 0.723 -0.324 0.096
H -4.646 -2.991 -1.746 0.147
H -4.594 -2.713 -0.014 0.109
N 0.082 1.879 -2.121 -0.037
N 0.965 1.482 -1.042 -0.049
H 0.608 2.282 -2.901 0.106
H -0.500 2.631 -1.756 0.074
H 1.441 2.308 -0.670 0.061
H 1.678 0.876 -1.446 0.073
F -6.036 -2.093 1.644 0.070
C -6.200 -0.759 1.786 -0.174
C -5.496 -0.104 2.725 0.019
N -5.533 1.255 2.815 0.007
C -4.363 1.909 3.377 -0.002
C -3.299 1.644 2.293 -0.592
O -3.470 2.203 1.184 -0.053
O -2.422 0.769 2.482 -0.062
C -6.361 2.024 1.985 -0.461
O -6.330 3.224 1.995 0.121
N -7.158 1.293 1.139 0.239
C -7.050 -0.056 0.821 -0.394
O -7.539 -0.528 -0.170 0.138
H -4.847 -0.620 3.421 0.155
H -4.090 1.464 4.334 0.146
H -4.585 2.974 3.480 0.138
H -7.794 1.838 0.562 0.191
C 5.101 3.578 -3.991 -0.046
C 5.548 2.269 -3.432 -0.277
C 5.133 1.822 -2.182 -0.047
C 5.551 0.605 -1.677 -0.038
C 6.409 -0.203 -2.423 -0.271
N 6.868 -1.440 -1.961 0.146
C 6.323 -2.303 -1.058 -0.515
O 6.968 -3.125 -0.460 0.112
N 4.942 -2.193 -0.804 0.137
C 3.906 -1.963 -1.678 -0.220
C 4.057 -1.840 -3.065 0.024
C 2.946 -1.561 -3.837 -0.014
C 1.710 -1.436 -3.226 -0.143
N 1.539 -1.614 -1.918 0.008
C 2.602 -1.876 -1.174 -0.069
C 6.848 0.250 -3.668 -0.007
C 6.419 1.460 -4.164 -0.021
H 4.483 4.127 -3.284 0.073
H 4.542 3.420 -4.914 0.088
H 5.968 4.190 -4.233 0.093
H 4.493 2.452 -1.577 0.099
H 5.248 0.294 -0.690 0.100
H 7.814 -1.690 -2.228 0.172
H 4.694 -2.676 0.051 0.146
H 5.012 -1.995 -3.535 0.124
H 3.043 -1.445 -4.903 0.121
H 0.822 -1.209 -3.796 0.099
H 2.412 -2.021 -0.118 0.107
H 7.529 -0.361 -4.240 0.124
H 6.764 1.796 -5.129 0.126
N -2.656 4.729 1.133 0.146
C -1.534 4.653 2.088 -0.168
P -0.200 3.518 1.369 0.500
O 0.586 4.230 0.347 -0.284
O -0.901 2.264 0.844 -0.404
C 0.811 3.068 2.867 -0.243
N 2.042 2.525 2.290 -0.026
H -3.394 5.380 1.431 0.182
H -3.078 3.749 1.035 0.100
H -2.297 5.041 0.223 0.170
H -1.894 4.296 3.052 0.111
H -1.079 5.636 2.218 0.120
H 0.318 2.287 3.456 0.105
H 0.970 3.947 3.499 0.111
H 1.363 1.197 1.592 0.052
H 2.735 2.341 3.016 0.120
H 2.435 3.237 1.672 0.103
```

***

Density functional theory data (the ωB97M-V functional and the def2-TZVPD basis) for a structure of composition C20H26GeIrN4O2S4Se in a non-equilibrium geometry.

Computed properties:
Net charge ... +1
<S²> ... 6.037
Kohn-Sham gap (spin up / spin down) ... 6.42 / 4.73 eV
LUMO level (spin up / spin down) ... -3.1785 / -6.1796 eV
E ... -199251.034 eV
Multiplicity ... 5

Geometry as XYZ:
```
59
Properties=species:S:1:pos:R:3:nbo_charge:R:1
Ir -0.351 -0.407 -0.588 0.985
C -0.742 4.911 -0.024 -0.744
S 0.779 4.284 -0.790 0.381
C 0.513 2.574 -0.794 -0.155
S -0.715 1.784 0.216 0.047
N 1.276 1.856 -1.554 -0.226
N 1.098 0.558 -1.566 -0.359
C 1.845 -0.182 -2.434 0.079
C 1.566 -1.539 -2.480 0.071
C 2.261 -2.486 -3.278 -0.166
C 1.935 -3.810 -3.192 -0.143
C 0.915 -4.211 -2.310 -0.245
C 0.262 -3.257 -1.556 0.106
N 0.548 -1.959 -1.638 -0.538
H -0.812 5.956 -0.314 0.251
H -0.680 4.827 1.057 0.234
H -1.594 4.357 -0.406 0.241
H 2.602 0.309 -3.027 0.237
H 3.050 -2.138 -3.925 0.239
H 2.469 -4.544 -3.776 0.240
H 0.633 -5.246 -2.219 0.243
H -0.501 -3.555 -0.847 0.246
O -1.392 -3.595 1.159 -0.935
S -2.396 -2.575 1.250 2.290
O -2.602 -1.956 2.521 -0.905
N -2.011 -1.375 0.114 -0.865
C -3.057 -1.133 -0.664 0.130
S -2.928 0.013 -1.877 0.003
C -4.225 -1.972 -0.422 -0.165
C -5.464 -1.904 -1.044 -0.134
C -6.428 -2.839 -0.697 -0.180
C -6.149 -3.836 0.229 -0.164
C -4.910 -3.903 0.862 -0.198
C -3.972 -2.961 0.523 -0.225
H -5.665 -1.131 -1.770 0.243
H -7.405 -2.792 -1.159 0.236
H -6.905 -4.565 0.473 0.236
H -4.690 -4.668 1.589 0.244
C 4.243 1.913 0.359 -1.072
Ge 4.128 0.782 1.981 1.577
C 4.886 -1.023 1.691 -1.077
C 4.826 1.641 3.636 -1.061
C 2.153 0.496 2.341 -1.027
Se 1.410 -1.162 1.624 0.474
C 0.282 -1.542 3.146 -0.784
H 5.278 2.083 0.084 0.242
H 3.771 2.878 0.516 0.237
H 3.745 1.419 -0.470 0.221
H 5.956 -0.976 1.512 0.241
H 4.413 -1.478 0.824 0.227
H 4.707 -1.660 2.552 0.238
H 5.886 1.836 3.506 0.239
H 4.709 0.987 4.498 0.236
H 4.332 2.588 3.841 0.237
H 1.585 1.339 1.950 0.239
H 1.998 0.455 3.419 0.244
H 0.913 -1.562 4.033 0.233
H -0.199 -2.503 2.998 0.257
H -0.481 -0.772 3.240 0.244
```